No. 1
Below is 4 unconnected molecules or ions with the total composition C15H38FN4O3 at a distorted geometry, with properties calculated with ωB97M-V/def2-TZVPD.

Structure (ORCA input):
```
! wB97M-V def2-TZVPD RIJCOSX def2/J DEFGRID3
* xyz 1 1
C 1.27507 1.94589 1.89332
C 0.23118 1.52754 3.13100
C -1.20007 2.32347 3.03257
C -2.47416 1.40454 2.56284
C -3.20505 2.06291 1.21130
C -3.87433 0.92999 0.22356
N -3.15816 0.75751 -1.10078
C -1.94384 0.11537 -1.10415
N -1.16276 -0.52811 0.06134
C -0.88865 -1.90432 -0.51471
C -0.12243 -1.41504 -1.91518
N 1.21889 -0.72306 -1.59590
C 0.09712 -2.52385 -3.10229
C 1.42017 -3.47619 -2.93287
C 1.15216 -4.90352 -2.16122
F 0.27661 -4.81415 -0.97055
N -0.97636 -0.18340 -2.26097
H 0.70737 2.55849 1.06499
H 1.72379 0.93836 1.45597
H 2.15891 2.56493 2.39757
H 0.75001 1.78397 4.17432
H 0.08430 0.36524 3.12658
H -1.04462 3.27483 2.33474
H -1.46898 2.75065 4.10604
H -3.26147 1.35785 3.45353
H -2.16486 0.27383 2.36821
H -4.03419 2.79736 1.65527
H -2.42624 2.76169 0.66841
H -3.82030 -0.12551 0.76937
H -5.02823 1.17434 0.11201
H -3.51515 1.09596 -2.03840
H -0.34954 0.01931 0.42011
H -1.99991 -2.29822 -0.70101
H -0.28476 -2.54897 0.25238
H 1.80210 -0.64810 -2.47688
H 1.77569 -1.37030 -0.96617
H 0.24654 -1.90789 -4.10993
H -0.89838 -3.15292 -3.27678
H 2.33610 -2.97168 -2.40630
H 1.79798 -3.76655 -4.02768
H 2.21027 -5.28868 -1.76534
H 0.69873 -5.70053 -2.89294
H -1.38614 -0.15835 -3.21997
C 1.87209 4.92584 -0.83759
O 0.59660 4.32043 -0.94143
H 1.74391 5.99325 -0.64302
H 2.42614 4.47128 -0.01263
H 2.41757 4.79155 -1.77485
H 0.74225 3.37463 -1.11402
C -1.66660 2.40124 7.22604
O -1.62672 1.71928 5.98607
H -2.51483 3.08984 7.22565
H -1.78720 1.67848 8.03673
H -0.74137 2.96649 7.36197
H -0.86461 1.11610 6.01590
C 4.67587 -4.40474 -5.55597
O 4.13803 -3.69222 -4.45723
H 3.85516 -4.79044 -6.16533
H 5.29148 -3.73394 -6.16030
H 5.27867 -5.23953 -5.19020
H 4.88911 -3.36223 -3.93519
*
```

Output
Frontier orbital gap = 8.7 eV
Energy = -1138.4066 a.u.



No. 2
Below is 6 unconnected molecules or ions with the total composition H12O6 at a distorted geometry, with properties calculated with ωB97M-V/def2-TZVPD.

Structure (ORCA input):
```
! wB97M-V def2-TZVPD RIJCOSX def2/J DEFGRID3
* xyz 0 1
O 2.72856 2.72089 -1.18256
H 2.37056 1.83089 -1.14356
H 2.44056 3.01189 -2.04656
O 0.83556 0.28789 -2.00256
H 1.20256 0.45289 -2.90256
H -0.06644 0.57689 -2.15656
O 0.80356 -0.93611 0.43644
H 0.78456 -0.36511 -0.31356
H 0.19656 -1.67811 0.31444
O -2.39944 0.10389 0.50944
H -1.79344 -0.61111 0.38544
H -1.93244 0.91989 0.33544
O -0.15044 0.89689 2.28544
H 0.31656 0.21789 1.75044
H -0.49844 0.49789 3.07844
O -1.40044 -2.66811 0.58344
H -1.07244 -2.78111 1.50344
H -2.36544 -2.47811 0.56544
*
```

Output
Energy relative to the best compared isomer or geometry (same formula, charge and spin) = 137.1 kJ/mol
Frontier orbital gap = 10.4 eV
Energy = -458.6203 a.u.



No. 3
Below is a single C3H6N2O molecule, with properties calculated with ωB97M-V/def2-TZVPD.

Structure (ORCA input):
```
! wB97M-V def2-TZVPD RIJCOSX def2/J DEFGRID3
* xyz 0 1
N 1.70988 0.42936 -0.49678
C 0.69122 0.16461 0.32204
O 0.83484 -0.15870 1.53640
C -0.68890 0.29622 -0.16381
C -1.19428 -0.31171 -1.24030
N -0.51871 -0.82439 1.82320
H 2.67978 0.34799 -0.23012
H 1.46889 0.68766 -1.44154
H -1.20988 1.10471 0.34424
H -0.73611 -1.21003 -1.64423
H -2.18965 -0.05475 -1.57984
H -0.87765 -0.16910 2.52931
*
```

Output
Energy relative to the best compared isomer or geometry (same formula, charge and spin) = 505.2 kJ/mol
Frontier orbital gap (spin up / spin down) = 7.8 / 7.8 eV
Energy = -302.5007 a.u.



No. 4
Below is a single C3H4BrN3 molecule at a distorted geometry, with properties calculated with ωB97M-V/def2-TZVPD.

Structure (ORCA input):
```
! wB97M-V def2-TZVPD RIJCOSX def2/J DEFGRID3
* xyz 0 1
C -1.07424 -0.87369 0.36462
C -0.30731 0.28738 -0.20975
Br -1.30064 1.97216 -0.11199
C 1.30789 0.56535 0.51755
N 2.09282 0.46496 -0.44831
N 1.38985 0.17788 -1.64012
N 0.18223 0.09784 -1.51871
H -0.47045 -1.78049 0.29780
H -1.99830 -1.01695 -0.20061
H -1.32293 -0.67915 1.40856
H 1.50107 0.78471 1.54096
*
```

Output
Energy relative to the best compared isomer or geometry (same formula, charge and spin) = 200.7 kJ/mol
Frontier orbital gap = 9.5 eV
Energy = -2854.8977 a.u.